Computed, not measured: 2 unconnected molecules or ions with the total composition C35H45N2O11 in a non-equilibrium geometry, with ωB97M-V with the def2-TZVPD basis set.

Each line ends with the Löwdin charge.
Geometry (Å):
C  2.089  -1.056  0.691  -0.086
C  1.239  -0.202  1.640  -0.194
C  -0.108  0.250  1.027  -0.177
O  -0.782  -0.896  0.503  -0.045
C  -1.718  -0.607  -0.500  -0.267
C  -1.252  -0.168  -1.900  -0.059
C  -0.440  -1.174  -2.760  -0.132
C  0.279  -2.332  -2.029  -0.136
C  0.404  -3.501  -3.033  -0.176
O  0.867  -3.037  -4.310  -0.028
C  0.538  -3.876  -5.312  -0.367
O  0.387  -5.019  -5.147  0.116
C  -2.512  0.685  -0.036  -0.209
O  -2.242  1.922  -0.323  0.193
N  -3.562  0.406  0.650  0.041
O  -4.337  1.453  1.084  0.107
C  -3.779  -1.068  0.895  -0.337
C  -5.324  -1.194  0.794  -0.069
C  -5.844  -2.601  1.022  -0.232
N  -6.995  -2.846  0.598  0.123
O  -3.172  -1.630  1.986  -0.023
C  -3.675  -1.255  3.275  -0.084
C  -3.253  0.146  3.775  -0.379
C  -4.530  0.875  4.285  -0.035
O  -2.387  0.015  4.903  -0.033
C  -2.938  -1.597  -0.358  -0.209
C  -2.560  -3.068  -0.002  0.019
C  -3.868  -1.779  -1.565  -0.112
O  -3.174  -2.256  -2.717  -0.033
C  -3.766  -1.839  -3.888  -0.537
C  -4.415  -2.872  -4.784  0.041
O  -3.739  -0.721  -4.205  0.169
H  2.209  -0.558  -0.276  0.073
H  1.658  -2.054  0.616  0.071
H  3.089  -1.130  1.131  0.082
H  1.023  -0.710  2.585  0.116
H  1.804  0.711  1.872  0.110
H  -0.661  0.692  1.875  0.123
H  0.141  0.996  0.263  0.131
H  -0.690  0.768  -1.843  0.123
H  -2.162  0.081  -2.468  0.121
H  0.337  -0.601  -3.275  0.121
H  -1.038  -1.602  -3.565  0.095
H  1.304  -2.030  -1.809  0.101
H  -0.256  -2.750  -1.178  0.094
H  0.980  -4.341  -2.638  0.134
H  -0.623  -3.869  -3.179  0.122
H  0.430  -3.465  -6.325  0.152
H  -2.097  2.427  0.499  0.176
H  -4.877  1.732  0.322  0.163
H  -5.703  -0.603  1.640  0.118
H  -5.723  -0.721  -0.104  0.129
H  -5.257  -3.386  1.507  0.127
H  -7.208  -3.820  0.828  0.070
H  -3.222  -1.958  3.983  0.151
H  -4.755  -1.369  3.399  0.121
H  -2.708  0.736  3.026  0.119
H  -4.701  0.476  5.292  0.097
H  -5.426  0.640  3.704  0.068
H  -4.394  1.954  4.392  0.085
H  -1.997  0.883  5.066  0.103
H  -2.328  -3.635  -0.913  0.096
H  -3.399  -3.591  0.452  0.085
H  -1.663  -3.127  0.614  0.098
H  -4.381  -0.835  -1.813  0.141
H  -4.648  -2.519  -1.346  0.143
H  -5.491  -2.720  -4.870  0.099
H  -4.001  -2.714  -5.785  0.097
H  -4.149  -3.893  -4.500  0.089
C  7.071  3.814  4.465  -0.054
C  8.301  4.245  3.976  -0.049
C  8.507  4.353  2.611  0.004
C  7.489  4.021  1.727  -0.081
C  6.262  3.566  2.216  -0.086
C  6.054  3.475  3.588  -0.004
C  5.177  3.161  1.285  -0.276
O  4.106  2.769  1.711  0.081
C  5.430  3.236  -0.179  -0.084
C  4.449  2.808  -1.066  -0.012
C  4.668  2.884  -2.431  -0.061
C  5.866  3.398  -2.919  -0.051
C  6.849  3.821  -2.040  0.006
C  6.639  3.733  -0.669  -0.078
C  7.718  4.159  0.264  -0.276
O  8.763  4.604  -0.162  0.117
H  6.909  3.739  5.533  0.109
H  9.098  4.498  4.663  0.111
H  9.462  4.693  2.232  0.124
H  5.101  3.136  3.969  0.118
H  3.516  2.411  -0.689  0.108
H  3.904  2.546  -3.121  0.105
H  6.033  3.464  -3.986  0.110
H  7.782  4.216  -2.419  0.124

Orbital gap (eV): 7.850
Energy (Eh): -2297.47422
Spin multiplicity: 1
LUMO (hartree): -0.1273
Total charge: +1